No. 1
{"formula": "H4NS", "method": "ωB97M-V with the def2-TZVPD basis set", "elements": ["H", "H", "H", "N", "S", "H"], "positions_angstrom": [[-0.444412, 0.274695, -1.320955], [-1.709592, -0.179038, -0.666115], [1.636477, -0.188318, 1.567387], [-0.791363, -0.583658, -0.870083], [1.558816, 1.121903, 1.302789], [-0.249925, -0.445583, -0.013022]], "forces_ev_per_a": [[0.460, -0.534, -0.470], [-0.145, -0.654, 0.489], [0.055, -0.135, 0.052], [-0.149, 1.477, -0.375], [-0.089, 0.102, -0.050], [-0.131, -0.256, 0.353]], "lumo_energy_ev": 4.9, "energy_ev": -12391.2305, "e_above_lowest_ev": 0.1462, "charge": -1, "e_homo_ev": -2.618}

=====

No. 2
{"formula": "H4O2", "method": "ωB97M-V with the def2-TZVPD basis set", "elements": ["H", "O", "H", "H", "H", "O"], "positions_angstrom": [[-0.159025, -1.471151, 1.050933], [-0.705268, -1.752189, 0.326663], [0.186441, 0.920016, 0.015616], [1.161166, 1.998365, -0.528171], [-1.076102, -0.923594, -0.023403], [0.592788, 1.228552, -0.841637]], "forces_ev_per_a": [[0.443, 0.046, 0.557], [-0.595, 0.449, -0.593], [0.671, 0.474, -1.394], [-1.052, -1.436, -0.730], [0.104, -0.578, 0.017], [0.429, 1.045, 2.143]], "lumo_energy_ev": 0.5, "energy_ev": -4159.5824, "e_above_lowest_ev": 0.3565, "e_homo_ev": -11.691}

=====

No. 3
{"formula": "H4O2", "method": "ωB97M-V with the def2-TZVPD basis set", "elements": ["H", "H", "H", "O", "H", "O"], "positions_angstrom": [[1.348775, 0.768813, -0.010540], [1.860796, -0.778954, 0.105778], [-2.037688, 0.638665, 0.031272], [-1.627256, -0.267357, -0.049850], [-0.633006, -0.207120, -0.006256], [1.088381, -0.154048, -0.070406]], "forces_ev_per_a": [[0.541, -0.193, 0.096], [-1.499, 1.730, -0.308], [1.084, -1.543, -0.115], [-0.061, 1.255, 0.154], [-1.388, 0.189, -0.034], [1.324, -1.439, 0.207]], "lumo_energy_ev": 0.5, "energy_ev": -4159.6956, "e_above_lowest_ev": 0.2433, "e_homo_ev": -10.539}

=====

No. 4
{"formula": "H4O2", "method": "ωB97M-V with the def2-TZVPD basis set", "elements": ["H", "O", "H", "O", "H", "H"], "positions_angstrom": [[-1.580473, 1.151672, 0.816002], [1.202246, -0.574436, -0.478589], [-0.872852, -0.180947, 0.914666], [-1.095726, 0.534610, 0.303231], [1.200008, -0.554285, 0.472993], [0.401156, -0.097826, -0.800792]], "forces_ev_per_a": [[-0.758, 0.987, 0.670], [-0.354, 0.023, -1.217], [-0.215, 0.152, -0.187], [0.453, -1.000, -0.321], [-0.102, 0.259, 0.306], [0.976, -0.421, 0.749]], "lumo_energy_ev": 0.6, "energy_ev": -4159.6804, "e_above_lowest_ev": 0.2585, "e_homo_ev": -11.129}

=====

No. 5
{"formula": "H4O2", "method": "ωB97M-V with the def2-TZVPD basis set", "elements": ["O", "O", "H", "H", "H", "H"], "positions_angstrom": [[-1.445938, -0.108497, -0.016803], [1.357312, -0.011464, -0.096564], [1.666745, -0.652995, 0.540176], [-1.958854, 0.692037, 0.202954], [-0.505613, 0.036650, -0.051963], [1.506733, 0.883995, 0.215776]], "forces_ev_per_a": [[-1.756, -0.057, 0.151], [-0.333, 0.123, -0.718], [0.200, 0.118, 0.414], [0.926, -0.536, -0.199], [0.650, 0.507, 0.012], [0.312, -0.156, 0.339]], "lumo_energy_ev": 0.7, "energy_ev": -4159.8142, "e_above_lowest_ev": 0.1247, "e_homo_ev": -10.880}

=====

No. 6
{"formula": "H4O2", "method": "ωB97M-V with the def2-TZVPD basis set", "elements": ["O", "H", "H", "H", "H", "O"], "positions_angstrom": [[-1.339042, 0.017362, -0.227526], [-1.474815, 0.984093, -0.017468], [0.798659, -0.209231, 0.254880], [1.984168, -0.544829, -0.567079], [-1.624844, -0.424541, 0.614853], [1.655876, 0.177146, -0.057660]], "forces_ev_per_a": [[-0.602, 0.851, 1.790], [0.292, -1.485, -0.458], [0.778, 0.876, -0.445], [0.713, -0.686, -0.745], [0.254, 0.536, -1.206], [-1.435, -0.093, 1.063]], "lumo_energy_ev": 0.7, "energy_ev": -4159.7362, "e_above_lowest_ev": 0.2028, "e_homo_ev": -11.086}

=====

No. 7
{"formula": "H4O2", "method": "ωB97M-V with the def2-TZVPD basis set", "elements": ["H", "H", "H", "O", "H", "O"], "positions_angstrom": [[-1.410877, 0.597967, 0.542205], [-0.667377, -0.686693, 0.244305], [1.858003, 0.091347, -0.019425], [0.968293, -0.132633, -0.292305], [0.771773, 0.482847, -0.998565], [-1.519817, -0.352833, 0.523785]], "forces_ev_per_a": [[0.054, 0.118, 0.076], [0.278, 0.000, 0.082], [0.255, -0.060, 0.167], [0.414, -0.009, -0.158], [-0.097, 0.129, -0.285], [-0.904, -0.177, 0.118]], "lumo_energy_ev": 0.6, "energy_ev": -4159.7741, "e_above_lowest_ev": 0.1649, "e_homo_ev": -10.834}

=====

No. 8
{"formula": "H4O2", "method": "ωB97M-V with the def2-TZVPD basis set", "elements": ["H", "H", "H", "O", "O", "H"], "positions_angstrom": [[-0.078326, -0.985183, -0.450900], [1.419684, -1.395321, -0.653820], [-0.689099, 0.702131, 1.399803], [-0.974202, 0.955211, 0.499918], [0.674046, -0.919933, -1.062770], [-0.352103, 1.643095, 0.267768]], "forces_ev_per_a": [[0.428, 0.186, -0.235], [-0.635, 0.251, -0.192], [-0.336, 0.171, -0.599], [-0.005, -0.437, 1.038], [0.317, -0.388, 0.316], [0.231, 0.215, -0.327]], "lumo_energy_ev": 0.8, "energy_ev": -4159.7785, "e_above_lowest_ev": 0.1604, "e_homo_ev": -11.098}

=====

No. 9
{"formula": "H4O2", "method": "ωB97M-V with the def2-TZVPD basis set", "elements": ["H", "O", "O", "H", "H", "H"], "positions_angstrom": [[0.133157, -1.408308, -0.474025], [-0.561581, -1.505792, -1.188531], [0.506885, 1.648357, 1.036615], [0.769329, 0.939066, 0.487367], [-1.307389, -1.962412, -0.740273], [0.842476, 1.291136, 1.942256]], "forces_ev_per_a": [[-1.307, -0.281, -1.262], [0.558, -0.235, 1.668], [0.668, -0.160, 3.571], [0.315, -1.052, -1.376], [0.755, 0.474, -0.404], [-0.988, 1.254, -2.196]], "lumo_energy_ev": 0.5, "energy_ev": -4159.5069, "e_above_lowest_ev": 0.4320, "e_homo_ev": -11.672}

=====

No. 10
{"formula": "H4O2", "method": "ωB97M-V with the def2-TZVPD basis set", "elements": ["H", "O", "H", "O", "H", "H"], "positions_angstrom": [[-0.603138, 0.386077, -0.168070], [1.044301, -0.589174, -0.068099], [-1.888248, 1.185046, -0.535220], [-1.334498, 0.910156, 0.230320], [1.705461, -1.251122, -0.372950], [1.076121, -0.640983, 0.914020]], "forces_ev_per_a": [[-0.595, 0.433, 0.279], [0.859, -0.818, 0.729], [0.624, -0.306, 0.876], [-0.100, -0.093, -1.184], [-0.762, 0.721, 0.285], [-0.027, 0.063, -0.985]], "lumo_energy_ev": 0.7, "energy_ev": -4159.8635, "e_above_lowest_ev": 0.0754, "e_homo_ev": -10.906}

=====

No. 11
{"formula": "H4O2", "method": "ωB97M-V with the def2-TZVPD basis set", "elements": ["H", "O", "H", "O", "H", "H"], "positions_angstrom": [[-1.030883, -2.027898, 1.736543], [-1.449552, -1.414018, 2.381622], [1.216977, 2.289590, -2.416256], [1.406017, 1.324231, -2.440836], [-0.700433, -1.070598, 2.919342], [0.557877, 0.898691, -2.180416]], "forces_ev_per_a": [[-0.411, 0.666, 0.724], [1.198, -0.267, -0.126], [0.162, -1.055, -0.015], [-1.060, 0.547, 0.298], [-0.782, -0.398, -0.603], [0.893, 0.507, -0.279]], "lumo_energy_ev": 0.7, "energy_ev": -4159.6896, "e_above_lowest_ev": 0.2493, "e_homo_ev": -11.612}

=====

No. 12
{"formula": "H4O2", "method": "ωB97M-V with the def2-TZVPD basis set", "elements": ["O", "H", "H", "H", "H", "O"], "positions_angstrom": [[-0.898661, -0.234989, -0.723811], [0.318865, 0.284275, 0.789008], [-1.353282, 0.289328, -1.447610], [-1.101917, -1.184442, -0.872529], [1.790731, 0.221862, 1.491846], [1.244264, 0.623967, 0.763096]], "forces_ev_per_a": [[-1.115, 0.015, -1.278], [1.182, 0.146, 0.034], [0.808, -1.173, 1.322], [0.080, 1.069, -0.069], [-1.295, 0.530, -1.107], [0.340, -0.587, 1.097]], "lumo_energy_ev": 0.7, "energy_ev": -4159.6846, "e_above_lowest_ev": 0.2543, "e_homo_ev": -10.734}

=====

No. 13
{"formula": "H4O2", "method": "ωB97M-V with the def2-TZVPD basis set", "elements": ["H", "H", "H", "H", "O", "O"], "positions_angstrom": [[0.666365, 0.449932, -1.531739], [-0.015776, -1.093170, 0.899403], [-1.366414, -0.342803, 1.017464], [0.539574, 0.886563, -0.023843], [1.059398, 1.076489, -0.791548], [-0.883146, -0.977011, 0.430262]], "forces_ev_per_a": [[1.123, 1.945, 2.510], [-1.167, -0.028, -0.655], [0.461, -0.874, -0.750], [-0.627, -0.285, 0.469], [-0.470, -1.601, -3.075], [0.680, 0.843, 1.501]], "lumo_energy_ev": 0.6, "energy_ev": -4159.5858, "e_above_lowest_ev": 0.3531, "e_homo_ev": -11.330}

=====

No. 14
{"formula": "H4O2", "method": "ωB97M-V with the def2-TZVPD basis set", "elements": ["O", "H", "O", "H", "H", "H"], "positions_angstrom": [[-10.057826, 4.732508, -8.335307], [-9.905577, 5.221378, -9.175596], [-7.298907, 3.842299, -7.677077], [-7.710537, 3.776189, -8.568398], [-7.618177, 3.045099, -7.196677], [-9.217076, 4.833058, -7.834017]], "forces_ev_per_a": [[0.907, 0.543, -0.546], [-0.208, -0.445, 0.939], [-0.744, -0.697, -0.360], [0.474, -0.173, 0.885], [0.309, 0.788, -0.561], [-0.738, -0.015, -0.357]], "lumo_energy_ev": 0.8, "energy_ev": -4159.8067, "e_above_lowest_ev": 0.1323, "e_homo_ev": -11.482}

=====

No. 15
{"formula": "H4O2", "method": "ωB97M-V with the def2-TZVPD basis set", "elements": ["O", "H", "H", "O", "H", "H"], "positions_angstrom": [[-0.962362, -0.506669, -0.893523], [1.143754, 0.547933, 1.664707], [-0.720894, 0.081205, -0.152364], [0.778280, 0.575566, 0.767414], [1.341525, 0.006293, 0.281699], [-0.291723, -1.186601, -0.785162]], "forces_ev_per_a": [[0.125, 0.142, 0.339], [-0.265, 0.143, -0.220], [-0.373, -0.109, -0.432], [-0.234, 0.898, 1.495], [0.939, -0.770, -0.920], [-0.191, -0.303, -0.261]], "lumo_energy_ev": 0.5, "energy_ev": -4159.7112, "e_above_lowest_ev": 0.2277, "e_homo_ev": -10.986}

=====

No. 16
{"formula": "H4O2", "method": "ωB97M-V with the def2-TZVPD basis set", "elements": ["O", "H", "H", "H", "O", "H"], "positions_angstrom": [[1.152074, -1.389737, 0.140034], [-1.325148, 1.242770, 0.617053], [-0.792918, 0.733613, -0.701784], [0.318456, -1.550413, -0.343786], [-0.599217, 1.404086, -0.028697], [1.246752, -0.440318, 0.317181]], "forces_ev_per_a": [[-0.298, -0.134, -0.218], [0.821, 0.348, -0.495], [0.182, 0.346, 0.017], [0.734, 0.470, 0.481], [-0.984, -0.689, 0.458], [-0.455, -0.341, -0.243]], "lumo_energy_ev": 0.5, "energy_ev": -4159.7346, "e_above_lowest_ev": 0.2043, "e_homo_ev": -11.484}

=====

No. 17
{"formula": "H4O2", "method": "ωB97M-V with the def2-TZVPD basis set", "elements": ["O", "H", "H", "H", "O", "H"], "positions_angstrom": [[0.761038, -0.170456, 0.995093], [0.882070, 0.867535, 1.001782], [-1.365356, -0.260863, -1.102964], [0.232244, -0.219647, -1.055910], [-0.546799, 0.074980, -1.502020], [0.036804, -0.291549, 1.664018]], "forces_ev_per_a": [[-0.491, 3.046, 1.183], [-0.341, -3.153, -0.078], [0.968, -0.053, 0.105], [0.194, -0.598, 0.980], [-1.332, 0.681, -1.249], [1.001, 0.077, -0.941]], "lumo_energy_ev": 0.7, "energy_ev": -4159.6011, "e_above_lowest_ev": 0.3378, "e_homo_ev": -10.983}

=====

No. 18
{"formula": "H4O4SSi", "method": "ωB97M-V with the def2-TZVPD basis set", "elements": ["O", "H", "H", "O", "S", "Si", "H", "H", "O", "O"], "positions_angstrom": [[-1.111898, -1.862941, -0.077378], [-1.894824, -2.295160, -0.623254], [0.946920, 2.428549, 1.717676], [-0.419148, -1.258428, -2.375142], [-0.044145, -0.999324, -1.021178], [0.947339, 1.028176, 1.094018], [1.971641, 0.811946, 0.121084], [0.518654, 0.049217, 2.003121], [-0.313924, 1.430707, 0.154654], [-0.600615, 0.667259, -0.993602]], "forces_ev_per_a": [[-1.064, -0.308, -1.690], [2.253, 1.556, 1.200], [0.567, -1.032, 0.080], [0.235, -0.407, -0.695], [-1.922, 0.633, 0.837], [0.295, 2.901, 0.551], [1.166, -0.511, -0.072], [0.135, -1.399, 0.986], [-1.847, 0.396, -0.784], [0.183, -1.828, -0.413]], "lumo_energy_ev": 0.3, "energy_ev": -26963.5787, "e_above_lowest_ev": 5.1031, "e_homo_ev": -10.475}

=====

No. 19
{"formula": "H4OS2", "method": "ωB97M-V with the def2-TZVPD basis set", "elements": ["H", "H", "S", "H", "H", "O", "S"], "positions_angstrom": [[1.187709, -0.833859, -0.444588], [-0.106481, 0.939258, 1.608574], [-1.640503, 0.539649, -0.284247], [-1.929431, -0.702892, -0.673685], [1.689630, 0.486536, -0.908449], [1.865179, -0.429095, -0.970994], [-1.066101, 0.000405, 1.673389]], "forces_ev_per_a": [[-0.543, -0.373, 0.407], [0.100, -0.259, 0.342], [-0.235, -0.047, 0.301], [0.092, -0.159, -0.115], [-0.278, 1.543, 0.004], [0.807, -1.178, -0.413], [0.058, 0.473, -0.527]], "lumo_energy_ev": 0.0, "energy_ev": -23782.4892, "e_above_lowest_ev": 0.2885, "e_homo_ev": -9.155}

=====

No. 20
{"formula": "H4OS2Si", "method": "ωB97M-V with the def2-TZVPD basis set", "elements": ["Si", "H", "S", "O", "S", "H", "H", "H"], "positions_angstrom": [[-1.983553, -0.116824, 0.468830], [1.862345, 0.924385, -1.094869], [-1.352315, 1.364662, -0.708214], [2.202085, 0.127929, 1.131902], [2.413969, 1.238694, 0.138364], [1.164724, 1.974876, 0.241811], [-2.461752, -1.501566, -0.022669], [-2.652633, 0.203951, 1.865706]], "forces_ev_per_a": [[-1.313, 0.812, -0.003], [0.356, -0.407, 0.169], [-0.203, -1.213, 0.842], [0.400, 0.318, -0.872], [-2.375, 0.288, 0.811], [1.514, -0.217, -0.115], [0.679, 0.900, 0.403], [0.942, -0.481, -1.236]], "lumo_energy_ev": -1.3, "energy_ev": -31657.9183, "e_above_lowest_ev": 3.0230, "e_homo_ev": -9.522}

=====

| no. | gap between HOMO and LUMO (eV) |
| --- | --- |
| 1 | 7.49 |
| 2 | 12.16 |
| 3 | 11.07 |
| 4 | 11.72 |
| 5 | 11.58 |
| 6 | 11.79 |
| 7 | 11.39 |
| 8 | 11.89 |
| 9 | 12.13 |
| 10 | 11.61 |
| 11 | 12.33 |
| 12 | 11.47 |
| 13 | 11.93 |
| 14 | 12.28 |
| 15 | 11.52 |
| 16 | 12.02 |
| 17 | 11.64 |
| 18 | 10.79 |
| 19 | 9.13 |
| 20 | 8.25 |